Density functional theory data (ωB97M-V with the def2-TZVPD basis set) for a cluster of 2 separate species, C3H7N4 in total.

```
! wB97M-V def2-TZVPD RIJCOSX def2/J DEFGRID3
* xyz 1 1
C -0.8158 -0.6790 0.0119
C 1.3416 1.0595 -0.9875
C 1.6166 0.4632 0.1338
N -2.8503 1.8645 1.1458
N -2.2279 1.0052 0.8472
N -1.8180 -0.1255 0.7174
N -0.4894 -1.9108 0.1988
H -0.4098 -0.0800 -0.8045
H 1.6597 0.6621 -1.9816
H 0.6611 1.8856 -0.8942
H 1.5422 0.9431 1.0039
H 2.3762 -0.3292 0.0407
H 0.2420 -2.3271 -0.3723
H -0.8283 -2.4318 0.9407
*
```

Properties
HOMO-LUMO gap: 9.5 eV
Relative energy (zero: lowest compared OMol25 entry of this formula, charge and spin): 104.5 kcal/mol

Atom charges from the natural (NBO) analysis, given in e for atoms 1 to 8: 0.389, -0.361, -0.431, 0.172, 0.270, -0.361, -0.647, 0.257

Density functional theory data (ωB97M-V with the def2-TZVPD basis set) for the ion C3H7N4 with charge +1.

```
! wB97M-V def2-TZVPD RIJCOSX def2/J DEFGRID3
* xyz 1 1
C 0.2636 -1.0416 0.0541
C 0.9714 0.1214 0.0743
C -2.0438 -0.3008 -0.2921
N -1.1636 -1.0631 0.1415
N 0.3301 1.2605 0.4910
N 2.2694 0.0535 -0.3884
N -2.7823 0.6327 -0.2852
H 0.5985 -2.0399 -0.0517
H -1.5002 -1.9305 0.3895
H 0.8446 2.0824 0.4006
H 2.5641 -0.9299 -0.4118
H 2.9505 0.8289 -0.3326
H -3.2102 0.9949 -1.1255
H -0.0921 1.3317 1.3363
*
```

Properties
SMILES: [NH+]#CNC=C(N)N
HOMO-LUMO gap: 8.4 eV
Relative energy (zero: lowest compared OMol25 entry of this formula, charge and spin): 53.6 kcal/mol

Atom charges from the natural (NBO) analysis, given in e for atoms 1 to 8: -0.281, 0.417, 0.693, -0.496, -0.803, -0.785, -0.493, 0.226

Density functional theory data (ωB97M-V with the def2-TZVPD basis set) for a cluster of 3 separate species, C3H7N4 in total.

```
! wB97M-V def2-TZVPD RIJCOSX def2/J DEFGRID3
* xyz 1 1
C -1.8089 1.5870 -0.0827
C -0.6623 1.3631 -0.8627
C 1.1892 -0.0165 -0.2095
N -2.0751 0.4216 0.5449
N -1.1130 -0.4113 0.2145
N -0.1196 0.2451 -0.4746
N 1.5104 -1.1934 -0.6651
H -2.5795 2.3420 -0.0522
H -0.1261 1.9359 -1.6839
H 1.2593 -0.9502 1.9716
H 2.1192 -0.7224 2.1013
H -0.9752 -1.2899 0.7410
H 0.9292 -1.9178 -1.0437
H 2.4524 -1.3933 -0.4989
*
```

Properties
HOMO-LUMO gap: 8.8 eV
Relative energy (zero: lowest compared OMol25 entry of this formula, charge and spin): 138.2 kcal/mol

Atom charges from the natural (NBO) analysis, given in e for atoms 1 to 8: -0.058, 0.065, 0.303, -0.098, -0.140, -0.233, -0.683, 0.275

Density functional theory data (ωB97M-V with the def2-TZVPD basis set) for a cluster of 2 separate species, C3H7N4 in total.

```
! wB97M-V def2-TZVPD RIJCOSX def2/J DEFGRID3
* xyz 1 3
C -2.1163 0.1781 0.2877
C 0.9449 0.1313 -0.0589
C -1.8748 -1.0595 -0.2016
N -2.2883 1.2391 0.7413
N 1.8864 0.8771 -0.7218
N 0.6546 0.2955 1.2473
N 0.3909 -0.9177 -0.6038
H -1.6381 -1.9106 0.5581
H -2.2734 -1.2054 -1.2553
H 2.5284 1.4325 -0.1807
H 2.3022 0.7335 -1.6088
H 1.2428 0.9359 1.8175
H -0.2662 0.2455 1.5654
H 0.5070 -0.9752 -1.5864
*
```

Properties
HOMO-LUMO gap (spin up / spin down): 9.0 / 6.9 eV
<S²>: 2.03
Relative energy (zero: lowest compared OMol25 entry of this formula, charge and spin): 17.3 kcal/mol

Atom charges from the natural (NBO) analysis, given in e for atoms 1 to 8: 0.130, 0.570, -0.423, -0.241, -0.680, -0.677, -0.297, 0.270

Density functional theory data (ωB97M-V with the def2-TZVPD basis set) for an isolated molecule of C3H7N5.

```
! wB97M-V def2-TZVPD RIJCOSX def2/J DEFGRID3
* xyz 0 1
C -0.8904 -0.2590 -0.0778
C -0.2290 -1.4821 0.3265
C 1.3280 0.1034 -0.2101
H -0.8800 2.1974 0.9571
H -0.9802 2.3015 -0.7752
H -2.7140 -0.8341 -0.7147
H -0.2749 -1.5057 1.5001
H -0.6412 -2.5959 -0.0538
H 1.6988 -1.8337 0.2879
H 2.4028 1.6054 -0.1244
N -0.3476 2.1725 0.0485
N 0.0226 0.7847 0.0327
N -2.1471 -0.0127 -0.4833
N 1.1760 -1.2868 -0.4804
N 2.4761 0.6454 -0.2331
*
```

Properties
SMILES: [H]/N=C1/NC/C(=N\[H])N1N
HOMO-LUMO gap: 9.9 eV
Relative energy (zero: lowest compared OMol25 entry of this formula, charge and spin): 68.5 kcal/mol

Atom charges from the natural (NBO) analysis, given in e for atoms 1 to 8: 0.392, -0.327, 0.542, 0.373, 0.383, 0.355, 0.228, 0.234

Density functional theory data (ωB97M-V with the def2-TZVPD basis set) for a structure of composition C3H7N5.

```
! wB97M-V def2-TZVPD RIJCOSX def2/J DEFGRID3
* xyz 0 1
C 0.0680 0.5497 0.8622
C -0.3612 0.3640 -0.5173
C 1.3900 -1.1529 -0.4312
H -2.6431 1.4704 0.9975
H -1.8950 2.8169 1.4309
H -0.1379 1.2201 -1.0851
H -1.4175 0.2488 -0.9400
H 0.0896 -1.4968 -2.3717
H 2.0167 -2.7134 -1.5267
H 1.3847 -1.1751 1.8961
N -1.6706 1.9427 0.8392
N -0.6353 1.3243 1.6859
N 0.5343 -0.6671 -1.1774
N 2.0675 -2.3298 -0.4972
N 1.2098 -0.4019 0.8347
*
```

Properties
HOMO-LUMO gap: 7.7 eV
Relative energy (zero: lowest compared OMol25 entry of this formula, charge and spin): 168.7 kcal/mol

Atom charges from the natural (NBO) analysis, given in e for atoms 1 to 8: 0.403, -0.330, 0.544, 0.348, 0.366, 0.241, 0.249, 0.399

Density functional theory data (ωB97M-V with the def2-TZVPD basis set) for a cluster of 2 separate species, C3H7N5 in total.

```
! wB97M-V def2-TZVPD RIJCOSX def2/J DEFGRID3
* xyz 0 1
C -1.4735 -0.2609 0.5725
C 1.6400 0.6525 -0.1024
C 1.6673 -0.7589 -0.5932
H -3.1843 -1.0301 1.0142
H -1.4489 2.0261 0.5129
H 0.0915 2.0547 -1.2807
H 2.3684 1.2523 -0.8017
H 1.9078 0.8110 0.9877
H 2.6498 -1.3188 -1.1299
H -1.1099 -2.3569 0.3915
N -2.7316 -0.1961 0.5777
N -0.7867 1.0508 0.6184
N 0.2975 1.0414 -0.3645
N 0.7396 -1.5886 -0.6370
N -0.6270 -1.3784 0.2345
*
```

Properties
HOMO-LUMO gap: 8.8 eV
Relative energy (zero: lowest compared OMol25 entry of this formula, charge and spin): 166.6 kcal/mol

Atom charges from the natural (NBO) analysis, given in e for atoms 1 to 8: 0.585, -0.315, 0.080, 0.347, 0.413, 0.363, 0.227, 0.232

Density functional theory data (ωB97M-V with the def2-TZVPD basis set) for a cluster of 2 separate species, C3H7NO in total.

```
! wB97M-V def2-TZVPD RIJCOSX def2/J DEFGRID3
* xyz -1 2
C 1.4593 1.9636 0.2359
C 0.2861 1.6331 0.7964
H 1.5333 2.1534 -0.7531
H 2.4828 1.9948 0.7909
H -0.6059 1.2825 0.2568
H -0.0708 1.7769 1.8168
C -0.6385 -1.7591 -1.1435
N -1.2180 -2.2490 0.0106
O 0.5067 -1.3025 -1.2863
H -1.4401 -1.6130 -1.8607
H -0.5244 -2.3746 0.8020
H -1.7705 -1.5060 0.3341
*
```

Properties
HOMO-LUMO gap (spin up / spin down): 3.2 / 10.0 eV
<S²>: 0.75
Relative energy (zero: lowest compared OMol25 entry of this formula, charge and spin): 48.0 kcal/mol

Atom charges from the natural (NBO) analysis, given in e for atoms 1 to 8: -0.427, -0.554, 0.173, 0.171, 0.164, 0.170, 0.311, -1.031

Density functional theory data (ωB97M-V with the def2-TZVPD basis set) for a cluster of 2 separate species, C3H7NO in total.

```
! wB97M-V def2-TZVPD RIJCOSX def2/J DEFGRID3
* xyz 0 1
C 0.7572 0.0182 -0.3822
C -0.3793 -0.6057 -0.0580
C -1.6412 0.2683 0.3428
O -2.7682 -0.3902 0.2085
N 3.2788 0.4270 -0.1402
H 0.7150 0.7738 -1.1770
H 1.8806 -0.0340 -0.1197
H -0.5739 -1.7286 0.0666
H -1.4752 0.6138 1.4573
H -1.4566 1.2787 -0.2128
H 3.9093 0.6462 -0.8178
H 3.7742 0.4983 0.7014
*
```

Properties
HOMO-LUMO gap: 4.6 eV
Relative energy (zero: lowest compared OMol25 entry of this formula, charge and spin): 237.7 kcal/mol

Atom charges from the natural (NBO) analysis, given in e for atoms 1 to 8: -0.187, -0.047, -0.076, -0.547, -1.031, 0.254, 0.318, 0.292

Density functional theory data (ωB97M-V with the def2-TZVPD basis set) for an isolated molecule of C3H7NO.

```
! wB97M-V def2-TZVPD RIJCOSX def2/J DEFGRID3
* xyz 0 1
C -0.3617 -1.7358 1.0273
C 0.3361 0.3109 -0.8157
C 0.9178 1.5415 -1.5499
H -0.4612 -2.1721 0.0412
H 0.6269 -1.8007 1.1342
H -0.7940 -2.4970 1.7411
H 1.1351 -0.5096 -0.5810
H 1.6822 1.9900 -0.8537
H 1.2319 1.0705 -2.4990
H 0.1497 2.4090 -1.8629
N -0.3449 0.5698 0.1845
O -0.8137 -0.3972 1.2023
*
```

Properties
SMILES: C/C=N/OC
HOMO-LUMO gap: 10.8 eV
Relative energy (zero: lowest compared OMol25 entry of this formula, charge and spin): 110.3 kcal/mol

Atom charges from the natural (NBO) analysis, given in e for atoms 1 to 8: -0.283, -0.012, -0.652, 0.173, 0.162, 0.206, 0.170, 0.238

Density functional theory data (ωB97M-V with the def2-TZVPD basis set) for a structure of composition C3H7NO.

```
! wB97M-V def2-TZVPD RIJCOSX def2/J DEFGRID3
* xyz 0 1
C -0.4146 -0.8785 -0.2681
C 1.0443 1.4914 -0.7802
C 0.7110 0.6618 0.2759
N -1.1763 -1.4340 0.7773
O 1.1008 0.4902 1.4376
H -0.5750 -1.7135 1.5481
H -1.9015 -0.8268 1.1405
H -0.9559 -0.7588 -1.2044
H 0.4422 -1.5173 -0.4745
H 0.6285 1.3146 -1.7643
H 1.6553 2.3772 -0.6408
H -0.5588 0.7936 -0.0471
*
```

Properties
HOMO-LUMO gap: 8.2 eV
Relative energy (zero: lowest compared OMol25 entry of this formula, charge and spin): 112.5 kcal/mol

Atom charges from the natural (NBO) analysis, given in e for atoms 1 to 8: -0.217, -0.504, 0.249, -0.799, -0.661, 0.387, 0.369, 0.199

Density functional theory data (ωB97M-V with the def2-TZVPD basis set) for an isolated molecule of C3H7NO.

```
! wB97M-V def2-TZVPD RIJCOSX def2/J DEFGRID3
* xyz 0 1
C -1.1092 0.4977 -0.4085
C 0.2946 -0.1287 -0.4101
C 1.4255 -0.4751 1.5953
O -1.8374 0.1899 -1.5684
N 1.0159 0.3343 0.7351
H -1.3789 0.5561 -2.3331
H -1.6908 0.0946 0.4236
H -1.0112 1.5828 -0.2722
H 0.2111 -1.2266 -0.4575
H 0.8340 0.2257 -1.2961
H 1.2863 -1.5614 1.5413
H 1.9602 -0.0894 2.4506
*
```

Properties
SMILES: C=NCCO
HOMO-LUMO gap: 10.9 eV
Relative energy (zero: lowest compared OMol25 entry of this formula, charge and spin): 41.3 kcal/mol

Atom charges from the natural (NBO) analysis, given in e for atoms 1 to 8: -0.055, -0.272, -0.049, -0.710, -0.391, 0.463, 0.177, 0.166

Look up the relative energy (zero: lowest compared OMol25 entry of this formula, charge and spin) of the fourth one.
17.3 kcal/mol